(1)
The following is a quantum chemistry calculation of a single C20H24N4O6S molecule in a non-equilibrium geometry, from the OMol25 dataset.

XYZ file:
```
55
Properties=species:S:1:pos:R:3:forces:R:3
C 4.159613 -1.520700 3.582374 -0.0099 0.0052 0.0243
O 3.239938 -1.996637 2.628064 -0.1017 -0.1731 0.0534
C 2.745279 -1.014168 1.753378 -0.2136 0.2422 -0.1033
C 1.735922 -0.051133 2.400606 0.3464 -0.2162 0.1941
N 1.227110 0.900378 1.441147 -0.0774 -0.3495 -0.0664
C 1.779753 2.115311 1.314766 -0.3255 0.1130 -0.3466
O 2.708855 2.511282 1.990650 0.3316 0.2435 0.1807
C 1.114004 3.069395 0.306955 0.1720 0.1051 0.3535
N 0.381640 2.480726 -0.783157 0.2048 0.1250 -0.1828
C 1.138882 2.176796 -1.992569 -0.1522 -0.1608 -0.2341
C 1.847604 0.851913 -1.880342 -0.0281 0.0031 -0.1342
C 1.130254 -0.316778 -2.090220 -0.0203 0.1578 -0.0402
C 1.721342 -1.571625 -1.979844 0.3551 -0.2110 0.0972
C 3.053440 -1.606278 -1.646406 0.1812 0.6082 0.0283
C 3.778614 -0.434418 -1.423134 -0.3844 -0.4513 -0.1349
C 3.200708 0.805603 -1.533039 0.2046 -0.2607 -0.0073
O 5.067942 -0.756098 -1.090005 -0.2076 0.4658 -0.0748
C 5.121177 -2.167026 -1.070758 1.0153 -0.7037 0.3837
O 3.872304 -2.688412 -1.469375 -0.4802 -0.0127 -0.1564
C -0.935246 2.167158 -0.763484 -0.0243 0.3836 0.3237
O -1.505143 1.726567 -1.745441 -0.2687 -0.1801 -0.1906
C -1.691161 2.396843 0.542716 -0.1950 -0.4087 -0.1579
C -2.885592 1.445717 0.564786 0.4232 0.4194 -0.1227
C -2.403672 0.027464 0.456129 -0.3286 0.1411 0.0472
O -1.240731 -0.313907 0.520590 0.2067 -0.0865 0.0344
N -3.361153 -0.941667 0.271652 0.5767 -0.6134 -0.0582
C -4.718047 -0.817840 0.188850 -1.0443 -0.6493 -0.2079
N -5.411628 0.247911 0.377192 0.7404 0.3966 0.1945
C -6.738553 0.015986 0.224343 -0.5508 -0.5805 -0.1801
C -7.082964 -1.257356 -0.082645 0.0887 0.0703 0.0282
S -5.676779 -2.249637 -0.198840 0.2173 0.6725 0.1386
H 4.587853 -2.401463 4.058058 0.0466 0.0759 0.0541
H 4.956186 -0.937661 3.105656 0.0092 0.0041 0.0161
H 3.677632 -0.900735 4.345066 0.0468 0.0023 0.0024
H 3.570781 -0.421192 1.332875 -0.0552 -0.0479 -0.0189
H 2.247523 -1.561379 0.948050 0.0699 0.1275 -0.0005
H 2.225372 0.520173 3.193517 -0.1355 -0.1129 -0.0217
H 0.900674 -0.620648 2.813479 0.0459 0.0210 0.0267
H 0.494514 0.573915 0.821583 0.0226 0.1842 0.0019
H 0.468787 3.739958 0.882349 0.1131 -0.0604 -0.0221
H 1.918416 3.686788 -0.103917 -0.1167 -0.0679 0.0963
H 1.852822 2.983801 -2.171902 -0.0569 -0.0170 0.0171
H 0.416698 2.140740 -2.811964 0.2005 0.0848 0.0889
H 0.084025 -0.245133 -2.342330 -0.1396 0.0278 -0.0412
H 1.164878 -2.477990 -2.147283 -0.0918 -0.1373 -0.0234
H 3.773383 1.700974 -1.356043 0.0948 0.1769 0.0364
H 5.903862 -2.515130 -1.762204 -0.2227 0.1179 0.0942
H 5.354460 -2.513958 -0.050331 -0.1263 0.1256 -0.2090
H -2.040774 3.430663 0.574260 0.0358 0.0136 0.0447
H -1.054780 2.207000 1.404868 0.0137 0.1209 0.0030
H -3.543673 1.645190 -0.281944 0.0089 -0.0122 0.1865
H -3.476336 1.557643 1.474650 -0.0383 -0.0052 -0.0628
H -2.990120 -1.877735 0.150763 0.0727 0.2512 0.0716
H -7.419820 0.836028 0.355753 -0.2062 0.0798 0.0004
H -8.055452 -1.673154 -0.245259 -0.2427 -0.0474 -0.0240
```
Positions in Å, forces in eV/Å.

Properties
energy above the lowest of the compared OMol25 structures with the same formula, charge and spin	68.5	kJ/mol

Löwdin population analysis, charges in e, atoms 1 to 5: number 1, C, carries -0.107; number 2, O, carries -0.181; number 3, C, carries -0.203; number 4, C, carries -0.132; number 5, N, carries 0.087

***

(2)
The following is a quantum chemistry calculation of a gas-phase ion, C20H24NO4 (charge +1), from the OMol25 dataset.

XYZ file:
```
49
Properties=species:S:1:pos:R:3:forces:R:3
C -3.932733 -2.361742 1.718774 -0.0441 0.4558 -0.0328
C -4.613099 -1.040860 1.384573 -0.4164 -0.6769 -0.0109
O -3.758693 0.075541 1.608364 0.1720 0.3155 -0.1160
C -2.668522 0.339109 0.869234 0.2565 0.0856 -0.0684
C -1.798067 1.254232 1.461895 -0.0392 -0.2031 -0.1330
C -0.634479 1.669589 0.847234 0.0929 -0.0738 -0.2101
C -0.324907 1.175649 -0.413227 -0.2383 0.2452 0.0798
C -1.183807 0.277780 -1.035001 0.0372 0.0673 0.0070
C -2.357635 -0.149274 -0.427172 -0.0779 -0.0468 0.1314
O -3.249923 -0.983068 -1.017408 -0.0316 0.2613 0.3923
C -2.945386 -1.638707 -2.237300 0.1749 -0.3425 -0.3534
C -1.953978 -2.783883 -2.063488 -0.2252 0.3324 0.1102
C 0.975763 1.554475 -1.055894 -0.1831 -0.7557 -0.0246
C 2.151514 0.715320 -0.580532 0.1827 0.0038 -0.0217
C 3.393856 0.918936 -1.182774 -0.0819 -0.1135 0.1089
C 4.494571 0.195628 -0.771304 0.1316 -0.0998 0.1328
C 4.367495 -0.746139 0.246284 -0.2320 0.0765 -0.0354
C 5.586806 -1.497975 0.661603 0.5316 0.0612 -0.1691
O 6.679662 -1.291457 0.205518 -0.0793 0.0254 -0.0276
O 5.338855 -2.418183 1.593812 -0.3247 -0.3067 0.3585
C 3.128924 -0.962922 0.837811 0.2225 0.0064 -0.0731
C 2.027247 -0.233703 0.425420 -0.1162 0.1218 -0.1029
N 1.337115 3.020319 -0.787858 0.2544 0.1677 -0.2881
C 0.573171 3.699556 0.298337 -0.3628 0.3184 0.7601
C 0.281229 2.711967 1.420548 -0.1287 -0.0997 -0.1645
H -4.652123 -3.170169 1.630440 -0.0682 -0.1260 -0.0140
H -3.106751 -2.553122 1.038540 0.0711 -0.0664 -0.0706
H -3.551173 -2.340217 2.736833 0.0112 -0.0437 0.0953
H -4.992063 -1.044630 0.360744 0.0074 0.0750 0.2321
H -5.443267 -0.862193 2.072494 0.0972 -0.0215 -0.1318
H -2.068156 1.627855 2.436289 -0.0772 0.0566 0.1564
H -0.923721 -0.085712 -2.015864 -0.0319 -0.1051 -0.1484
H -3.909642 -2.032618 -2.567310 0.1432 0.1162 -0.0395
H -2.596854 -0.919025 -2.987194 -0.0931 -0.0172 0.0651
H -1.789906 -3.267665 -3.021737 0.0493 -0.0671 -0.1045
H -0.999206 -2.429948 -1.680084 0.0970 -0.0261 0.0011
H -2.353907 -3.517740 -1.368515 -0.0102 -0.0773 0.0487
H 0.893041 1.439766 -2.142108 0.0582 0.1977 0.1283
H 3.501922 1.625720 -1.995216 0.0223 0.0793 -0.1338
H 5.461538 0.339407 -1.227923 0.0909 0.0025 -0.0396
H 6.154592 -2.886611 1.834360 0.0072 0.2150 -0.1948
H 3.032443 -1.699651 1.618737 -0.0198 -0.0638 0.0717
H 1.066841 -0.407098 0.885047 -0.1038 -0.0322 0.0514
H 1.232095 3.562765 -1.648485 0.1097 -0.0924 0.1195
H 2.335155 3.013216 -0.539564 -0.2230 0.1226 -0.1347
H 1.154725 4.554073 0.647362 0.0710 -0.0565 -0.1971
H -0.373602 4.056095 -0.111930 0.1792 -0.0285 -0.0907
H -0.197549 3.228419 2.250367 0.0732 0.0825 -0.0059
H 1.210577 2.268882 1.787247 0.0641 0.0505 0.0861
```
Positions in Å, forces in eV/Å.

Properties
DFT total energy	-1132.018589	hartree
total charge	+1

Löwdin population analysis, charges in e, atoms 1 to 5: number 1, C, carries -0.048; number 2, C, carries -0.212; number 3, O, carries -0.014; number 4, C, carries -0.174; number 5, C, carries 0.075